Formula: C36H96F8N9O21PS8
Source: the Open Molecules 2025 dataset
Level of theory: the ωB97M-V functional and the def2-TZVPD basis

## Properties
ΔE to the lowest compared entry with this formula, charge and spin = 0.00 kcal per mole
E_tot = -7827.0740 hartree
HOMO energy = -11.2 eV
Net charge = +2

CARTESIAN COORDINATES (ANGSTROEM)
C  -3.2308  0.2036  7.6049
C  -4.7378  -0.0244  7.3837
C  -5.0759  -0.4656  5.9438
O  -4.8206  0.6729  5.1843
C  -4.6362  0.3897  3.7911
N  -5.1926  -1.1009  8.3501
H  -5.0640  -0.9021  9.3435
H  -6.2094  -1.1210  8.2037
H  -4.9165  -2.0771  8.2168
H  -3.0149  1.0004  6.8924
H  -2.6714  -0.6466  7.2069
H  -2.9580  0.3891  8.6399
H  -5.2641  0.9082  7.5850
H  -6.1193  -0.7961  5.9506
H  -4.3829  -1.3004  5.7925
H  -3.8634  -0.3637  3.6198
H  -4.3359  1.2684  3.2294
H  -5.5316  -0.0428  3.3402
C  5.4659  3.9203  -0.7257
C  4.4946  3.2410  0.2244
C  3.8048  4.2154  1.1737
O  2.9611  3.5672  2.0936
C  3.6506  2.9817  3.1868
N  3.4297  2.5191  -0.5554
H  3.0660  3.1083  -1.3241
H  3.7700  1.6435  -0.9524
H  2.6301  2.2361  0.0274
H  5.9773  3.2504  -1.4157
H  6.2486  4.4076  -0.1426
H  4.9830  4.7217  -1.2902
H  4.9749  2.4101  0.7453
H  3.1288  4.7595  0.5057
H  4.4828  4.9577  1.5954
H  2.9205  2.6446  3.9191
H  4.3648  3.6153  3.7191
H  4.1962  2.1017  2.8338
C  1.1722  7.9342  6.4003
C  0.0360  7.8458  5.4227
C  0.0676  6.8368  4.2968
O  0.1770  5.5365  4.8427
C  0.4246  4.5145  3.9046
N  -1.2688  7.5438  6.1831
H  -1.3789  8.0160  7.0861
H  -2.1293  7.8163  5.7009
H  -1.3639  6.5494  6.4159
H  1.3549  7.0630  7.0272
H  0.9986  8.7831  7.0616
H  2.0520  8.0760  5.7717
H  -0.2718  8.7898  4.9697
H  0.9061  7.0038  3.6137
H  -0.8117  6.9011  3.6455
H  0.8590  4.8982  2.9780
H  -0.4635  3.9949  3.5248
H  0.9988  3.6650  4.2678
C  -3.0037  4.3935  -3.1406
C  -2.3975  3.5924  -2.0117
C  -2.8904  3.9766  -0.6238
O  -4.2812  3.7726  -0.5863
C  -4.7316  3.2576  0.6588
N  -2.6773  2.0834  -2.1079
H  -3.6280  1.8017  -1.8437
H  -2.3669  1.6679  -2.9930
H  -2.0271  1.6935  -1.3933
H  -2.4704  4.1495  -4.0641
H  -2.7455  5.4365  -2.9718
H  -4.0416  4.1562  -3.3581
H  -1.3089  3.5201  -2.0391
H  -2.6616  5.0299  -0.4127
H  -2.3448  3.5084  0.2052
H  -5.7791  2.9768  0.5945
H  -4.6163  4.0128  1.4486
H  -4.1822  2.4156  1.0935
C  1.7939  -0.9488  -1.9191
C  1.8198  0.1619  -2.9333
C  1.7497  -0.3254  -4.4054
O  2.8817  -1.0790  -4.6576
C  3.0809  -1.3644  -6.0211
N  0.6057  1.0788  -2.7023
H  0.2255  1.0350  -1.7401
H  1.0143  2.0265  -2.7899
H  -0.1172  0.9071  -3.4069
H  1.8877  -0.5206  -0.9173
H  2.6028  -1.6637  -2.0860
H  0.9146  -1.5953  -1.9599
H  2.6630  0.8479  -2.8607
H  1.7544  0.5571  -5.0565
H  0.7874  -0.8400  -4.5293
H  3.5015  -0.4873  -6.5240
H  2.1799  -1.6408  -6.5765
H  3.7840  -2.1815  -6.1685
C  2.3329  -2.5313  2.1778
C  2.9256  -3.9308  2.3758
C  2.8618  -4.8189  1.1510
C  1.3966  -5.1329  0.7229
P  1.2476  -6.0465  -0.8555
C  1.8219  -4.8216  -2.0647
C  1.8306  -5.2895  -3.5237
C  2.4793  -4.2787  -4.4818
C  3.9572  -4.0650  -4.1627
C  2.4224  -7.4293  -0.8949
C  3.9500  -7.0831  -0.9553
C  4.6152  -7.7664  -2.1545
C  6.1469  -7.5254  -2.0799
C  -0.4434  -6.5829  -1.3748
C  -1.4120  -5.4089  -1.6288
C  -1.9373  -4.9019  -0.2800
C  -3.1940  -4.0229  -0.3315
H  1.2480  -2.6357  2.1633
H  2.5769  -2.0532  1.2228
H  2.7428  -1.8253  2.8988
H  2.4973  -4.3905  3.2696
H  3.9691  -3.7981  2.6792
H  3.3257  -5.7440  1.5142
H  3.6056  -4.4902  0.4263
H  0.9974  -4.1517  0.4463
H  0.7618  -5.5673  1.4920
H  2.7961  -4.4854  -1.7053
H  1.2042  -3.9245  -1.9686
H  0.8206  -5.5043  -3.8820
H  2.3670  -6.2288  -3.6883
H  1.8279  -3.4037  -4.5031
H  2.4568  -4.7427  -5.4699
H  4.1298  -3.4506  -3.2774
H  4.3894  -3.5545  -5.0222
H  4.4667  -5.0205  -4.0317
H  2.1079  -8.0506  -1.7394
H  2.3106  -8.1388  -0.0709
H  4.4739  -7.3413  -0.0373
H  4.0440  -6.0086  -1.1069
H  4.2446  -7.3102  -3.0731
H  4.3915  -8.8339  -2.1756
H  6.6468  -8.1171  -1.3177
H  6.2486  -6.4486  -1.9459
H  6.5464  -7.8197  -3.0504
H  -0.7065  -7.3667  -0.6656
H  -0.1606  -7.0406  -2.3291
H  -2.2340  -5.7718  -2.2471
H  -0.9140  -4.6658  -2.2535
H  -1.1919  -4.4123  0.3482
H  -2.3021  -5.7683  0.2816
H  -3.4565  -3.6111  0.6401
H  -4.0315  -4.5644  -0.7737
H  -3.0731  -3.1985  -1.0371
N  -1.3972  0.8053  -4.7321
S  -2.0673  -0.4948  -5.1754
O  -1.2543  -1.6166  -5.5388
O  -3.4119  -0.4876  -5.6793
F  -2.3225  -0.9452  -3.5966
S  -1.5742  1.6249  -6.1767
O  -2.6790  2.5301  -6.2155
O  -1.1295  1.0037  -7.4015
F  -0.3633  2.6435  -5.9149
N  -0.8178  0.9545  -0.1516
S  -0.1021  1.3058  1.1859
O  1.1178  0.5472  1.4194
O  -0.7633  1.8838  2.3431
F  0.5171  2.6141  0.4894
S  -1.4543  -0.5087  0.4613
O  -2.4707  -0.2718  1.4635
O  -0.6112  -1.6654  0.5448
F  -2.3204  -0.7539  -0.8483
N  1.8473  3.7850  -2.6296
S  2.4281  4.2699  -3.9391
O  3.8004  4.7122  -3.8103
O  1.5585  4.9162  -4.8707
F  2.5115  2.7763  -4.5929
S  1.3734  5.2691  -2.0470
O  0.2787  6.0351  -2.5707
O  2.4593  6.1259  -1.6064
F  0.8406  4.6931  -0.6502
N  -7.3058  -1.0446  -1.1707
S  -5.8292  -0.9138  -0.3112
O  -5.8299  -1.6913  0.9107
O  -5.0503  0.3128  -0.3281
F  -5.1033  -1.8813  -1.3332
S  -8.0860  -0.0257  -0.3537
O  -7.5947  1.3278  -0.3282
O  -8.9126  -0.4704  0.7340
F  -9.2689  0.2363  -1.4402

=====

Formula: C21H28N4O3S
Source: the Open Molecules 2025 dataset
Level of theory: the ωB97M-V functional and the def2-TZVPD basis

## Properties
ΔE to the lowest compared entry with this formula, charge and spin = 58.03 kcal per mole
SMILES = CCCSCCCNC(=O)Cn1nc(CC)n2c(cc3c(OC)cccc32)c1=O
E_tot = -1659.9772 hartree
HOMO energy = -8.1 eV

CARTESIAN COORDINATES (ANGSTROEM)
C  -5.6802  -1.6004  1.9162
C  -4.1696  -1.5763  1.7284
C  -3.6942  -2.6305  0.7408
S  -4.3893  -2.4572  -0.9390
C  -3.5335  -0.9503  -1.5167
C  -4.4304  0.2821  -1.4584
C  -3.6479  1.5601  -1.7446
N  -2.7476  1.8368  -0.6466
C  -2.1636  3.0231  -0.4381
O  -2.3668  4.0268  -1.0851
C  -1.1957  2.9889  0.7658
N  -0.0173  2.1848  0.5044
N  1.0954  2.8956  0.2309
C  2.2172  2.3370  -0.0184
C  3.3753  3.2523  -0.2568
C  4.2658  3.3412  0.9847
N  2.3538  0.9636  -0.0197
C  1.2246  0.1895  0.2804
C  1.5424  -1.1398  0.2334
C  2.9116  -1.2173  -0.1089
C  3.7552  -2.3304  -0.2996
O  3.1859  -3.5479  -0.1254
C  3.9817  -4.6928  -0.3154
C  5.0703  -2.0887  -0.6439
C  5.5365  -0.7806  -0.7968
C  4.7338  0.3223  -0.6165
C  3.4014  0.1030  -0.2660
C  -0.0469  0.8184  0.5561
O  -1.0792  0.1990  0.8051
H  -6.1824  -1.4672  0.9603
H  -5.9957  -0.8071  2.5899
H  -5.9957  -2.5545  2.3329
H  -3.6740  -1.7680  2.6837
H  -3.8460  -0.5900  1.3917
H  -2.6085  -2.6091  0.6442
H  -4.0071  -3.6253  1.0578
H  -2.6458  -0.8448  -0.8946
H  -3.2246  -1.1468  -2.5437
H  -4.8913  0.3609  -0.4725
H  -5.2308  0.1747  -2.1919
H  -3.0822  1.4545  -2.6797
H  -4.3203  2.4156  -1.8558
H  -2.4428  1.0526  -0.0754
H  -1.7169  2.5761  1.6341
H  -0.8531  4.0038  0.9665
H  2.9617  4.2369  -0.4741
H  3.9443  2.9182  -1.1243
H  3.6985  3.7525  1.8158
H  5.1128  3.9935  0.7888
H  4.6404  2.3624  1.2755
H  0.8791  -1.9584  0.4195
H  4.8169  -4.7225  0.3917
H  4.3686  -4.7467  -1.3379
H  3.3249  -5.5417  -0.1333
H  5.7606  -2.9015  -0.8019
H  6.5712  -0.6352  -1.0683
H  5.1495  1.3048  -0.7493

=====

Formula: C4H10F30HfO2P5
Source: the Open Molecules 2025 dataset
Level of theory: the ωB97M-V functional and the def2-TZVPD basis

## Properties
ΔE to the lowest compared entry with this formula, charge and spin = 52.17 kcal per mole
E_tot = -5060.8345 hartree
HOMO energy = -9.6 eV
Net charge = -1

CARTESIAN COORDINATES (ANGSTROEM)
Hf  0.0635  -0.4035  0.2154
P  2.2656  -2.9027  0.9581
F  3.5927  -3.3105  0.1170
F  2.5905  -3.9684  2.1778
F  3.0384  -1.6921  1.7217
F  0.9252  -2.3247  1.5546
F  1.9355  -1.7715  -0.1333
F  1.2634  -3.9710  0.2595
P  -1.7326  -2.6760  -1.0966
F  -1.6288  -1.0748  -1.2921
F  -1.4861  -2.2353  0.4777
F  -3.3166  -2.5755  -0.7297
F  -1.5169  -4.2476  -0.7458
F  -1.9602  -2.8342  -2.6732
F  -0.1718  -2.4402  -1.2515
P  1.8177  -0.1964  -3.1918
F  2.8151  -0.1088  -4.5809
F  1.6352  -1.7486  -3.1565
F  3.0004  -0.4627  -2.1637
F  0.7484  -0.2207  -1.9106
F  2.0321  1.3955  -2.8019
F  0.3779  0.0546  -3.9115
P  -0.0895  0.4836  3.2838
F  0.6749  -0.4215  4.4240
F  1.1015  0.2732  2.1854
F  -0.8109  -0.7369  2.4853
F  -0.6382  1.2771  1.9363
F  -1.4254  0.8554  4.1174
F  0.6073  1.8805  3.8517
P  -3.9916  0.4754  1.1732
F  -4.9330  -0.8731  1.1182
F  -5.2056  1.3132  1.7220
F  -3.6652  0.0745  2.7745
F  -3.1195  1.8776  1.1614
F  -2.5485  -0.1963  0.7034
F  -4.5092  0.7650  -0.3541
C  3.1487  1.0978  0.2901
O  1.7502  1.1145  -0.0455
C  1.3849  2.5004  0.1519
C  0.2158  2.7623  -0.7270
O  -0.6258  1.6322  -0.7885
C  -1.7344  1.8892  -1.6813
H  3.7171  1.7309  -0.3912
H  3.6859  0.1500  0.2587
H  3.3599  1.5598  1.2545
H  2.2065  3.1597  -0.1283
H  1.2185  2.6188  1.2226
H  0.5030  3.0610  -1.7351
H  -0.4109  3.5480  -0.3051
H  -2.5508  1.1843  -1.5237
H  -1.4577  1.7692  -2.7287
H  -2.1464  2.8896  -1.5487